[1]
This record from OMol25 describes an isolated molecule of C5H8O2. The level of theory is wB97M-V/def2-TZVPD.

Results
HOMO-LUMO gap in eV: 10.808
E_LUMO in eV: 0.89
HOMO energy in eV: -9.91
SMILES string: O=CCC1(O)CC1
Energy above the lowest of the compared OMol25 structures with the same formula, charge and spin in kcal/mol: 37.34

CARTESIAN COORDINATES (ANGSTROEM)
C1 0.1092 0.3775 1.0848
H1 2.2632 -0.1260 -0.6028
H2 0.7453 -2.1241 -0.1153
O1 -2.2696 0.5149 1.3295
C2 -1.1876 1.0314 1.5023
H3 0.9412 1.0603 1.2904
H4 -1.1149 2.0430 1.9488
H5 1.3463 0.1612 -2.1632
H6 0.2409 -0.5179 1.7075
O2 -0.9444 0.6471 -1.1316
C3 1.3247 -0.2118 -1.1444
C4 0.4257 -1.3893 -0.8497
H7 -0.1419 -1.7902 -1.6829
H8 -1.7898 0.3316 -0.7744
C5 0.0516 -0.0078 -0.3990



[2]
This record from OMol25 describes a structure of composition C5H8O2. The level of theory is wB97M-V/def2-TZVPD.

Results
HOMO-LUMO gap in eV: 9.357
E_LUMO in eV: 0.09
HOMO energy in eV: -9.27
Energy above the lowest of the compared OMol25 structures with the same formula, charge and spin in kcal/mol: 106.69

CARTESIAN COORDINATES (ANGSTROEM)
O1 1.4133 1.3994 -1.3623
C1 1.2176 1.3255 -0.1750
H1 0.4507 -2.0421 0.2634
C2 0.4943 -1.1448 -0.3589
H2 -0.1604 0.3001 1.4699
C3 0.7344 0.0572 0.5390
C4 -0.8924 -0.6475 -0.7861
H3 1.2342 -1.2608 -1.1537
C5 -1.1490 0.2755 0.4154
H4 -0.8198 -0.0528 -1.6966
O2 1.0577 -0.0185 1.8281
H5 -1.6506 -1.4211 -0.9162
H6 1.3718 2.1736 0.5221
H7 -1.7662 -0.2236 1.1797
H8 -1.5354 1.2799 0.2311



[3]
This record from OMol25 describes a structure of composition C5H8O2. The level of theory is wB97M-V/def2-TZVPD.

Results
HOMO-LUMO gap in eV: 9.505
E_LUMO in eV: 0.25
HOMO energy in eV: -9.25
Energy above the lowest of the compared OMol25 structures with the same formula, charge and spin in kcal/mol: 119.19

CARTESIAN COORDINATES (ANGSTROEM)
H1 -0.8633 -0.5145 -1.4658
H2 -1.3096 1.2030 -1.2332
C1 0.4984 -0.4846 0.7051
C2 -0.6510 -1.3122 0.1591
H3 2.3336 -0.9350 -0.3279
H4 0.8479 -0.9980 1.6179
C3 1.6868 -0.0766 -0.1403
H5 1.3230 0.2963 -1.1079
C4 -1.5810 0.1831 -0.9822
H6 -2.3392 -0.0745 1.0958
H7 1.8256 1.5665 0.8110
O1 -0.3239 0.6526 1.0730
O2 2.4568 0.8908 0.5260
C5 -1.4258 -0.0818 0.5106
H8 -2.5269 -0.1406 -1.4132



[4]
This record from OMol25 describes an isolated molecule of C5H8O2. The level of theory is wB97M-V/def2-TZVPD.

Results
HOMO-LUMO gap in eV: 9.123
E_LUMO in eV: 0.93
HOMO energy in eV: -8.19
Energy above the lowest of the compared OMol25 structures with the same formula, charge and spin in kcal/mol: 84.20

CARTESIAN COORDINATES (ANGSTROEM)
H1 1.3696 0.7245 1.9422
O1 -0.4400 0.4211 -1.6068
C1 0.6824 1.0494 -1.3697
C2 -1.2900 -0.5063 0.5124
H2 -1.8199 -1.0535 -1.5029
C3 0.7022 0.6461 1.0747
H3 1.7441 -0.6268 -0.3664
H4 -0.1905 -1.5893 -1.0151
C4 1.4922 0.4382 -0.2286
O2 -0.1839 -0.4154 1.3729
H5 -1.9002 0.4116 0.5538
H6 2.4323 0.9946 -0.1556
H7 -1.8990 -1.3381 0.8855
H8 0.1566 1.5949 0.9806
C5 -0.9256 -0.7814 -0.9348



[5]
This record from OMol25 describes an isolated molecule of C5H8O2. The level of theory is wB97M-V/def2-TZVPD.

Results
HOMO-LUMO gap in eV: 9.568
E_LUMO in eV: -0.25
HOMO energy in eV: -9.81
SMILES string: CCCC(=O)C=O
Energy above the lowest of the compared OMol25 structures with the same formula, charge and spin in kcal/mol: 19.29

CARTESIAN COORDINATES (ANGSTROEM)
O1 -1.7849 -2.8513 -0.4109
C1 1.9848 1.2353 -0.2476
H1 -0.0915 1.7510 0.0315
C2 -1.3735 -0.6095 0.3930
C3 -2.2349 -1.8008 -0.0290
H2 0.6040 0.8742 1.3701
C4 -0.0281 -0.3701 -0.2497
H3 2.6982 0.4441 0.0100
H4 2.3499 2.1668 0.1989
H5 -0.1634 -0.3482 -1.3415
H6 0.6103 -1.2450 -0.0602
H7 1.9980 1.3617 -1.3360
C5 0.5870 0.9250 0.2765
H8 -3.3183 -1.6199 0.1245
O2 -1.8377 0.0867 1.2703



[6]
This record from OMol25 describes a structure of composition C5H8O2 in a non-equilibrium geometry. The level of theory is wB97M-V/def2-TZVPD.

Results
HOMO-LUMO gap in eV: 9.835
E_LUMO in eV: 0.90
HOMO energy in eV: -8.94
Energy above the lowest of the compared OMol25 structures with the same formula, charge and spin in kcal/mol: 54.25

CARTESIAN COORDINATES (ANGSTROEM)
H1 0.6909 -2.0826 -0.3769
O1 -0.6551 -0.1240 -0.8921
H2 1.8579 1.4427 0.6967
H3 -3.2817 0.2015 1.2455
C1 1.3524 1.2522 -0.2828
H4 2.0632 0.7187 -0.9528
H5 2.1169 -1.1537 -0.7645
C2 1.2963 -1.2413 -0.0694
O2 -0.3664 0.1582 1.1264
H6 1.4835 -1.3692 1.0129
C3 0.4733 0.0361 -0.0006
H7 0.6646 2.0075 -0.7504
C4 -2.7679 0.2019 0.3032
H8 -3.4372 -0.1204 -0.5163
C5 -1.4906 0.0724 0.2211



[7]
This record from OMol25 describes an isolated molecule of C5H8O2. The level of theory is wB97M-V/def2-TZVPD.

Results
HOMO-LUMO gap (spin up / spin down) in eV: 7.233 / 7.237
E_LUMO (spin up / spin down) in eV: -0.04 / -0.04
HOMO energy (spin up / spin down) in eV: -7.27 / -7.27
Energy above the lowest of the compared OMol25 structures with the same formula, charge and spin in kcal/mol: 118.13

CARTESIAN COORDINATES (ANGSTROEM)
C1 1.0960 -0.6581 -0.9789
H1 2.4487 -0.0011 0.6950
C2 -1.7456 0.9741 -0.1280
H2 1.2855 -1.7162 -0.8177
O1 -2.5152 -0.0587 -0.3855
O2 -0.4902 1.1921 -0.3894
C3 -0.4328 -0.5120 1.2114
H3 2.0910 1.2930 -0.5554
H4 0.9416 -0.3756 -2.0168
C4 1.7918 0.3560 -0.0929
H5 -1.9963 -0.7929 0.0346
C5 0.3353 0.0713 0.0783
H6 -0.3449 -1.6047 1.2732
H7 -2.3111 1.9083 -0.1028
H8 -0.1537 -0.0754 2.1750



[8]
This record from OMol25 describes a structure of composition C5H8O2 in a non-equilibrium geometry. The level of theory is wB97M-V/def2-TZVPD.

Results
HOMO-LUMO gap in eV: 9.506
E_LUMO in eV: 0.61
HOMO energy in eV: -8.90
Energy above the lowest of the compared OMol25 structures with the same formula, charge and spin in kcal/mol: 97.02

CARTESIAN COORDINATES (ANGSTROEM)
C1 -0.4227 -0.2598 0.2338
O1 0.0090 -1.2227 1.0441
H1 1.7320 -0.1853 1.4186
H2 -1.6000 -1.3189 -1.0808
H3 -3.3178 -0.8664 -0.6958
H4 0.7191 1.8454 0.6019
O2 2.2569 0.4832 0.9551
C2 -2.2707 -0.6664 -0.5168
C3 0.5680 0.2021 -0.7694
H5 1.2117 -0.5804 -1.1904
C4 -1.7133 0.2010 0.3632
H6 -0.6791 -1.3024 1.7328
H7 0.0585 0.7309 -1.5817
C5 1.4108 1.1715 0.0717
H8 2.0374 1.7682 -0.5863



[9]
This record from OMol25 describes the ion C5H8O2P with charge -1 in a non-equilibrium geometry. The level of theory is wB97M-V/def2-TZVPD.

Results
Multiplicity: 3
HOMO-LUMO gap (spin up / spin down) in eV: 5.366 / 5.474
E_LUMO (spin up / spin down) in eV: 3.53 / 2.57
Total charge: -1
HOMO energy (spin up / spin down) in eV: -1.84 / -2.91
⟨S²⟩: 2.038
Energy above the lowest of the compared OMol25 structures with the same formula, charge and spin in kcal/mol: 17.79

CARTESIAN COORDINATES (ANGSTROEM)
H1 1.9400 2.1545 -0.1087
H2 -1.7106 0.8323 -0.3147
H3 -3.2691 -2.4019 -0.4403
H4 0.7991 -1.2900 0.8679
H5 -0.9715 -2.3917 -0.6349
C1 -2.8334 -1.5328 -0.0515
H6 -0.2722 0.9265 -0.8280
O1 -5.0237 0.3481 0.4220
O2 -2.6006 1.0415 0.1890
C2 0.5320 0.4635 -0.1536
H7 2.4692 0.4759 0.4901
H8 -1.2590 -1.0500 -1.4991
C3 0.2368 -0.7979 0.1370
C4 -1.1469 -1.4374 -0.5123
C5 1.7245 1.1277 0.1037
P1 -3.7509 -0.0171 -0.2919



[10]
This record from OMol25 describes an isolated molecule of C5H8O2S in a non-equilibrium geometry. The level of theory is wB97M-V/def2-TZVPD.

Results
HOMO-LUMO gap in eV: 9.576
E_LUMO in eV: 0.68
HOMO energy in eV: -8.89
SMILES string: O=C[C@@H]1OCCCS1
Energy above the lowest of the compared OMol25 structures with the same formula, charge and spin in kcal/mol: 28.34

CARTESIAN COORDINATES (ANGSTROEM)
S1 -0.6259 1.5774 -0.9739
H1 0.3461 -1.2849 0.9418
C1 1.5412 0.3502 0.2251
C2 0.9340 -1.0153 0.0015
H2 -2.0762 -1.6589 0.2681
H3 2.1406 0.3924 1.1734
C3 -2.0008 -0.5763 0.0494
H4 2.1772 0.7009 -0.5516
H5 -0.2524 1.1427 1.3503
C4 0.3859 1.4133 0.4858
H6 1.7030 -1.8209 -0.2070
H7 0.8512 2.3489 0.7898
C5 -0.9670 -0.2429 -1.0551
O1 -2.7419 0.1869 0.6345
O2 0.0760 -1.1164 -1.1210
H8 -1.4911 -0.3969 -2.0112



[11]
This record from OMol25 describes an isolated molecule of C5H8O2S in a non-equilibrium geometry. The level of theory is wB97M-V/def2-TZVPD.

Results
HOMO-LUMO gap in eV: 8.926
E_LUMO in eV: 0.15
HOMO energy in eV: -8.77
SMILES string: C=C(CO)OC(C)=S
Energy above the lowest of the compared OMol25 structures with the same formula, charge and spin in kcal/mol: 95.99

CARTESIAN COORDINATES (ANGSTROEM)
C1 1.3954 -0.7644 -0.7977
C2 0.5973 1.7025 -0.1397
C3 -1.3654 -0.3080 1.0961
H1 -2.1032 -1.1377 1.6921
H2 1.4234 2.1860 0.4446
H3 1.3878 -0.7972 -1.8430
S1 -3.4966 -0.3014 -0.5802
C4 -1.9105 -0.0133 -0.3690
C5 0.3789 0.4029 -0.5624
H4 -1.1290 0.5748 1.8493
H5 -0.3239 -0.8142 0.9382
O1 -0.8983 0.3045 -1.3040
H6 -0.2950 2.4049 -0.2436
O2 2.7758 -0.7006 -0.3199
H7 0.9704 -1.7029 -0.5620
H8 2.5928 -1.0361 0.7010



[12]
This record from OMol25 describes a cluster of 2 separate species, C5H8O3 in total in a non-equilibrium geometry. The level of theory is wB97M-V/def2-TZVPD.

Results
HOMO-LUMO gap in eV: 9.386
E_LUMO in eV: 0.72
HOMO energy in eV: -8.67
SMILES string: CC(=O)O.C=C=CO
Energy above the lowest of the compared OMol25 structures with the same formula, charge and spin in kcal/mol: 49.18

CARTESIAN COORDINATES (ANGSTROEM)
C1 1.9731 0.7362 0.4978
O1 -0.0779 1.4640 -0.4627
C2 -1.8939 -0.4090 -0.2090
O2 -1.9272 0.2032 0.8554
C3 2.7488 0.4547 1.5006
H1 -0.5363 1.2771 0.4634
H2 -3.1233 0.7696 -1.0447
O3 -2.6148 -0.0281 -1.2598
H3 -0.2193 -1.6534 0.2130
H4 -0.6671 -1.5648 -1.5087
C4 1.2319 1.0969 -0.5149
H5 2.8576 -0.5524 1.8792
C5 -1.0459 -1.6097 -0.4915
H6 -1.6656 -2.5003 -0.3869
H7 1.6235 1.1005 -1.5270
H8 3.3364 1.2154 1.9960



[13]
This record from OMol25 describes an isolated molecule of C5H8O3 in a non-equilibrium geometry. The level of theory is wB97M-V/def2-TZVPD.

Results
HOMO-LUMO gap in eV: 9.213
E_LUMO in eV: 0.87
HOMO energy in eV: -8.34
SMILES string: COC1=COCOC1
Energy above the lowest of the compared OMol25 structures with the same formula, charge and spin in kcal/mol: 92.49

CARTESIAN COORDINATES (ANGSTROEM)
H1 -0.5508 -1.8917 0.9232
C1 2.8305 0.3351 0.2106
H2 3.6411 -0.3609 0.4678
H3 0.6047 1.8373 -0.5192
H4 -1.3190 0.0008 1.5092
O1 -1.3636 1.3633 -0.2359
O2 1.7694 -0.6079 -0.0515
C2 -1.8690 0.2364 0.5353
C3 -0.4683 -1.3182 -0.0858
H5 0.0541 -1.9602 -0.8093
H6 -3.0637 0.3207 0.7891
C4 0.4657 -0.1470 -0.0645
C5 -0.0235 1.0878 -0.1841
O3 -1.7313 -0.8840 -0.3212
H7 2.5521 1.1297 0.9698
H8 3.0734 0.7878 -0.9299



[14]
This record from OMol25 describes a structure of composition C5H8O3P in a non-equilibrium geometry. The level of theory is wB97M-V/def2-TZVPD.

Results
HOMO-LUMO gap in eV: 6.465
E_LUMO in eV: 3.73
Total charge: -1
HOMO energy in eV: -2.74
Energy above the lowest of the compared OMol25 structures with the same formula, charge and spin in kcal/mol: 122.01

CARTESIAN COORDINATES (ANGSTROEM)
H1 1.5475 2.8555 0.3566
H2 1.4370 -0.4112 -1.5499
H3 1.1626 1.4744 -0.7020
H4 1.3471 -1.8492 -0.6041
H5 0.3281 1.1754 2.4892
C1 1.6259 1.7101 0.1577
O1 -2.9966 -0.5917 0.7976
H6 2.6523 1.4268 0.0583
O2 -1.6509 -1.5130 -1.5893
C2 -1.9689 0.0976 1.2150
P1 0.7608 0.3978 1.2341
H7 1.0556 -2.0295 -2.3327
O3 -1.9605 0.6302 2.3418
C3 -0.6181 -1.1239 -1.0324
C4 -0.7889 0.2119 0.4900
H8 -2.7484 -1.1029 0.0058
C5 0.8153 -1.3583 -1.3360



[15]
This record from OMol25 describes a structure of composition C5H8O3Pt in a non-equilibrium geometry. The level of theory is wB97M-V/def2-TZVPD.

Results
Multiplicity: 4
HOMO-LUMO gap (spin up / spin down) in eV: 7.811 / 7.971
E_LUMO (spin up / spin down) in eV: -4.72 / -6.62
Total charge: +1
HOMO energy (spin up / spin down) in eV: -12.53 / -14.59
⟨S²⟩: 3.763
Energy above the lowest of the compared OMol25 structures with the same formula, charge and spin in kcal/mol: 0.00

CARTESIAN COORDINATES (ANGSTROEM)
C1 1.2816 1.2725 -0.9286
Pt1 1.0389 -1.6198 1.6541
C2 -1.5048 -0.4884 1.8723
H1 -2.5304 -0.6121 -0.0303
C3 -1.5325 -0.7946 0.3825
O1 -0.2451 -0.6364 2.4332
H2 0.8358 1.1491 -3.1273
O2 -0.6754 0.0951 -0.3703
H3 2.4185 0.2868 -2.5964
H4 -1.8241 0.5644 1.9967
H5 2.2048 1.4991 -0.3808
H6 0.5933 2.1249 -0.8630
H7 -1.2441 -1.8295 0.1485
C4 0.6266 0.0914 -0.2541
O3 1.2851 -0.9165 0.0798
C5 1.5674 0.9216 -2.3527
H8 -2.2957 -1.1075 2.3362



[16]
This record from OMol25 describes a structure of composition C5H8O3Sm in a non-equilibrium geometry. The level of theory is wB97M-V/def2-TZVPD.

Results
Multiplicity: 7
HOMO-LUMO gap (spin up / spin down) in eV: 6.980 / 7.142
E_LUMO (spin up / spin down) in eV: -8.68 / -8.51
Total charge: +2
HOMO energy (spin up / spin down) in eV: -15.66 / -15.66
⟨S²⟩: 12.008
Energy above the lowest of the compared OMol25 structures with the same formula, charge and spin in kcal/mol: 57.56

CARTESIAN COORDINATES (ANGSTROEM)
H1 -0.5174 2.9473 1.2333
C1 1.3228 -1.9038 -0.2923
C2 -1.9526 -1.0908 -0.2005
O1 -2.8786 -0.6685 -0.7085
H2 -2.2160 3.2151 0.5259
H3 1.1786 -2.9677 -0.5478
O2 -1.1305 -1.7954 0.3027
C3 0.3397 -1.5107 0.7924
H4 0.2484 2.0475 -0.9466
H5 1.1266 -1.3108 -1.2060
C4 -0.7702 2.4183 -0.8067
O3 2.5574 -1.6695 0.2555
H6 -1.4384 2.3847 -1.6709
C5 -1.1758 2.9234 0.3617
H7 0.3140 -0.4434 1.0249
Sm1 4.6207 -0.4375 0.1987
H8 0.3715 -2.1382 1.6842